Computed, not measured: 9 unconnected molecules or ions with the total composition C48H88N16O4S, with ωB97M-V/def2-TZVPD.

```
157
Properties=species:S:1:pos:R:3:forces:R:3:lowdin_charge:R:1
S -0.0482 0.2120 0.1210 0.2 0.8 -2.9 0.160
O -0.3500 -1.1890 0.4419 -0.9 -1.3 1.2 -0.181
O -1.0789 1.0008 0.7955 -0.9 0.0 0.5 -0.205
O 1.2398 0.5293 0.6419 2.0 0.5 1.5 -0.261
O -0.0451 0.3516 -1.3236 -0.7 0.2 -0.2 -0.333
C -3.9581 -5.6883 3.9267 1.7 1.2 0.5 -0.023
C -4.2723 -4.3692 4.6982 -0.7 -1.5 0.2 -0.141
N -3.9331 -3.2795 3.8017 -1.1 3.8 -1.4 -0.050
C -2.6688 -2.6940 3.6867 -1.0 0.8 -0.7 0.006
C -2.7594 -1.5798 2.8395 -0.4 -2.8 0.9 -0.010
N -4.0795 -1.5581 2.3752 0.3 -0.7 3.0 -0.094
C -4.8067 -2.4927 3.0896 2.7 -0.4 0.1 0.076
C -4.7143 -0.5345 1.5942 -0.9 -0.3 -1.4 0.004
H -4.4927 -5.7870 2.9819 -1.0 -0.3 0.6 0.087
H -3.8871 -6.5479 4.5930 -0.5 -0.1 -0.4 0.106
H -2.9633 -5.5246 3.5123 0.6 -0.3 0.3 0.053
H -3.8185 -4.0986 5.6515 0.9 -0.8 -0.1 0.143
H -5.3064 -4.4352 5.0364 -0.4 0.8 -0.8 0.143
H -1.8594 -3.0908 4.2814 0.1 0.1 -0.2 0.133
H -1.9292 -0.9655 2.5237 -0.5 0.2 -0.3 0.091
H -5.8761 -2.5067 3.2399 -0.1 -0.2 -0.5 0.185
H -4.0973 0.3144 1.2997 0.2 -0.1 0.8 0.088
H -5.6618 -0.2653 2.0609 0.2 0.4 -0.1 0.122
H -4.9480 -1.0274 0.6504 -0.4 0.2 -0.2 0.085
C 1.5947 -7.7994 -0.4030 -0.3 0.6 -0.7 -0.020
C 1.6290 -6.4413 -1.1237 1.2 -1.5 -0.6 -0.185
N 0.6396 -5.5256 -0.5748 -1.6 0.0 -3.0 -0.068
C 0.8370 -4.9279 0.6233 -2.8 1.1 -0.8 0.010
C -0.2308 -4.0134 0.7144 0.1 -0.6 -0.1 -0.022
N -1.0247 -4.1109 -0.4207 0.6 -1.4 -1.2 -0.067
C -0.4901 -5.0970 -1.2662 1.3 1.6 4.3 0.075
C -2.3537 -3.4207 -0.6839 1.1 -1.2 0.1 0.033
H 1.7524 -7.6218 0.6608 0.0 -0.6 0.0 0.082
H 2.3203 -8.4884 -0.8352 0.3 0.2 0.3 0.108
H 0.6361 -8.2618 -0.6380 -0.2 0.0 0.5 0.096
H 1.5458 -6.5845 -2.2011 -0.8 0.1 0.0 0.135
H 2.6139 -5.9763 -1.0811 0.0 0.2 0.6 0.120
H 1.6015 -5.3767 1.2401 0.0 0.7 0.4 0.148
H -0.5775 -3.3110 1.4579 0.5 -0.3 0.2 0.096
H -0.9776 -5.5135 -2.1353 0.4 0.0 -0.1 0.170
H -2.4879 -3.4678 -1.7646 -0.1 0.3 0.1 0.085
H -2.3622 -2.3972 -0.3091 0.3 -0.2 -0.1 0.064
H -3.1346 -4.0225 -0.2190 0.0 0.1 0.1 0.106
C 1.6083 -2.1648 4.1923 1.0 -1.4 -0.6 -0.044
C 2.0218 -0.7193 3.8676 -1.1 -1.2 -0.5 -0.154
N 1.0860 0.1910 4.5392 -0.1 1.5 -0.1 -0.059
C 0.9890 0.2938 5.9440 -3.5 2.1 -2.3 0.086
C -0.1416 1.1616 6.1094 2.4 -1.6 -0.1 0.036
N -0.5979 1.5494 4.8906 1.7 -1.4 -1.8 -0.109
C 0.1745 1.0030 3.8373 0.7 -1.3 5.7 0.049
C -1.6837 2.4641 4.6664 0.0 1.1 -0.8 0.013
H 2.0836 -2.8323 3.4736 0.5 0.2 -0.3 0.057
H 0.5777 -2.4866 4.0426 -0.4 0.9 0.3 0.063
H 1.9724 -2.6242 5.1113 -0.2 0.7 0.4 0.101
H 1.8830 -0.5744 2.7962 -0.1 0.2 0.0 0.089
H 3.0820 -0.5339 4.0399 -0.2 0.2 0.7 0.130
H 1.5345 -0.2717 6.6849 0.2 0.0 -0.3 0.152
H -0.5540 1.5370 7.0343 -0.2 0.0 -0.1 0.155
H 0.1430 1.1553 2.7686 -0.2 0.0 0.2 0.103
H -2.5352 2.0059 4.1633 0.0 -0.2 0.3 0.102
H -1.2328 3.1865 3.9860 -0.6 0.4 0.0 0.068
H -1.9788 2.9971 5.5702 0.0 -0.3 0.0 0.127
C 6.2800 4.3809 -1.4458 -0.2 -0.8 -2.2 -0.013
C 5.3120 4.2440 -2.7487 0.5 0.4 1.4 -0.088
N 4.0729 3.5405 -2.3994 -3.6 1.9 2.7 -0.029
C 3.8338 2.2155 -2.2652 0.3 -1.0 -1.5 -0.024
C 2.5183 2.0156 -2.0116 -0.5 -1.1 0.7 -0.035
N 1.9274 3.2278 -1.7815 2.2 0.2 -0.9 -0.081
C 2.8955 4.1412 -1.9412 0.7 -0.1 -0.7 0.043
C 0.5516 3.4233 -1.4205 -0.7 0.0 0.8 0.001
H 6.7385 3.4102 -1.2573 0.1 -0.1 -0.1 0.065
H 5.8280 4.6912 -0.5037 -0.5 0.4 -0.4 0.065
H 7.0892 5.0578 -1.7199 -0.1 0.1 0.1 0.093
H 5.6391 3.6905 -3.6289 1.0 -0.1 0.4 0.140
H 5.0154 5.2017 -3.1763 0.0 0.2 0.4 0.134
H 4.5827 1.4933 -2.5552 0.0 0.0 0.0 0.151
H 1.9324 1.1191 -1.8719 0.2 0.0 -0.2 0.097
H 2.6722 5.1309 -1.5711 0.7 0.5 -0.8 0.174
H 0.4905 3.2254 -0.3504 -0.3 -0.2 0.1 0.072
H -0.0879 2.7072 -1.9366 0.3 0.1 0.0 0.101
H 0.1406 4.4229 -1.5622 0.7 -0.1 -0.5 0.076
C 3.8663 -3.0440 0.9013 0.1 -0.5 -1.1 -0.043
C 3.8530 -1.8408 -0.0639 -1.0 -0.7 -0.5 -0.096
N 3.2263 -2.1564 -1.4624 2.1 -1.2 2.5 -0.005
C 3.8880 -2.8338 -2.4973 -1.4 1.2 -1.3 0.055
C 2.9320 -2.9444 -3.5041 0.3 0.1 0.8 0.045
N 1.7360 -2.4729 -2.9771 0.2 -1.3 0.1 -0.074
C 1.9547 -2.1090 -1.7296 -2.0 1.1 -0.1 -0.092
C 0.4479 -2.5285 -3.6832 0.4 1.3 -0.6 0.024
H 4.1201 -3.9397 0.3345 0.7 -0.1 0.2 0.084
H 2.9029 -3.3455 1.3126 -0.2 0.8 0.0 0.035
H 4.5681 -2.8689 1.7167 0.1 -0.1 -0.1 0.097
H 4.8442 -1.4435 -0.2823 -0.1 -0.2 0.1 0.125
H 3.2358 -1.0915 0.4320 0.0 0.4 -0.7 0.083
H 4.9521 -3.0169 -2.4712 -0.1 -0.1 -0.1 0.152
H 2.8860 -3.2601 -4.5359 0.7 -0.3 0.1 0.152
H 1.1228 -1.7712 -1.1294 0.5 0.1 0.2 0.117
H -0.4290 -2.1957 -3.1279 0.3 -0.6 0.9 0.079
H 0.3205 -3.4917 -4.1773 0.0 0.2 0.0 0.114
H 0.5114 -1.6855 -4.3712 0.0 -0.5 -0.8 0.096
C 5.7256 0.6972 2.0367 0.8 0.1 0.8 -0.054
C 4.8647 1.7511 1.4295 -0.3 -0.4 -0.7 -0.175
N 3.9381 2.4007 2.3602 -3.3 2.4 0.9 -0.019
C 4.2380 2.8177 3.6144 -0.4 0.5 1.7 0.026
C 3.1790 3.5889 4.1474 2.3 -0.5 -0.2 0.020
N 2.2701 3.7609 3.1698 1.1 -2.7 -2.3 -0.088
C 2.7099 2.9862 2.0987 0.4 0.7 0.2 -0.003
C 1.0918 4.6562 3.1839 1.4 0.1 -0.2 0.048
H 5.1611 -0.1489 2.4285 0.1 0.1 0.2 0.076
H 6.3554 1.1865 2.7797 0.1 -0.6 0.4 0.095
H 6.4313 0.3290 1.2919 -0.1 0.0 -0.1 0.106
H 4.2639 1.2124 0.6967 -0.2 0.8 -0.5 0.103
H 5.5234 2.5373 1.0606 -0.3 0.0 -0.6 0.136
H 5.2030 2.5465 4.0163 -0.2 0.1 0.5 0.147
H 3.0912 4.1160 5.0860 0.2 -0.2 0.1 0.157
H 2.2481 3.0293 1.1234 0.0 -0.3 0.1 0.121
H 1.5444 5.6478 3.1890 -0.5 0.2 -0.1 0.125
H 0.5174 4.5393 4.1029 -0.1 -0.2 -0.3 0.102
H 0.5813 4.4808 2.2370 -0.4 0.1 0.4 0.080
C -3.4978 7.0952 -4.2880 0.2 -1.5 -0.1 -0.030
C -3.9076 5.6985 -3.7365 -1.3 1.8 0.4 -0.149
N -3.3415 5.4748 -2.3870 2.0 -2.0 4.9 0.005
C -2.0984 5.9345 -1.8259 -0.3 -0.7 0.1 0.026
C -1.8714 5.3810 -0.5693 -1.6 -0.5 -1.9 -0.024
N -2.9291 4.5031 -0.3298 -1.2 2.5 -3.8 -0.113
C -3.8025 4.6010 -1.3984 1.3 1.5 -0.6 0.052
C -3.0271 3.5380 0.7021 0.3 -0.3 0.5 -0.014
H -2.4093 7.1422 -4.2570 -0.1 0.4 -0.8 0.067
H -3.9060 7.9737 -3.7883 -0.2 -0.4 0.5 0.104
H -3.9573 7.0830 -5.2764 0.7 0.3 -0.3 0.102
H -3.7769 4.8117 -4.3567 0.8 0.3 -0.1 0.129
H -4.9901 5.7885 -3.6462 -0.1 -0.3 0.5 0.134
H -1.3506 6.4812 -2.3812 -0.5 0.4 -0.1 0.134
H -1.0390 5.3969 0.1187 -0.1 0.4 -0.2 0.122
H -4.7741 4.1310 -1.4365 0.1 -0.1 0.0 0.169
H -2.1014 3.6540 1.2658 -0.2 -0.3 0.3 0.083
H -3.0118 2.5831 0.1767 -0.2 -0.3 0.7 0.082
H -3.8915 3.7357 1.3360 0.0 -0.3 0.0 0.124
C -1.5789 -1.4146 -6.8516 0.4 1.6 1.4 -0.022
C -1.7575 -0.2103 -5.8306 0.4 -0.8 -0.3 -0.127
N -2.6431 -0.5581 -4.6926 -2.3 -0.5 0.6 -0.040
C -2.5792 -0.0933 -3.3913 -1.7 0.6 1.0 -0.015
C -3.7599 -0.4732 -2.7187 2.4 -1.0 -1.2 -0.005
N -4.3752 -1.3302 -3.5747 -0.4 0.6 -2.5 -0.111
C -3.7951 -1.2894 -4.7956 1.4 0.2 1.3 0.053
C -5.5694 -2.0703 -3.2688 -1.1 -0.8 1.0 0.024
H -1.2661 -2.3194 -6.3305 -0.4 -0.1 0.0 0.067
H -0.7312 -1.1459 -7.4819 -0.3 0.0 -0.3 0.096
H -2.4923 -1.5243 -7.4362 0.3 -0.2 -0.1 0.092
H -2.1164 0.6805 -6.3462 -0.4 -0.2 0.0 0.137
H -0.8708 0.1316 -5.2970 0.5 -0.3 -0.5 0.106
H -1.8354 0.5680 -2.9718 0.3 -0.2 -0.5 0.101
H -4.1308 -0.4809 -1.7045 0.4 0.6 0.0 0.115
H -4.0917 -1.8394 -5.6765 -0.2 0.1 0.1 0.180
H -6.2988 -2.1711 -4.0724 0.4 0.3 -0.2 0.129
H -6.0705 -1.5845 -2.4315 -0.1 0.1 -0.2 0.105
H -5.3127 -3.0695 -2.9171 0.1 -0.1 -0.2 0.106
```
Forces are in eV/Å.

Summary:
Total charge   +7
LUMO energy (alpha / beta)   -14.0 / -19.0 eV
Max |F|   5.8 eV/Å
2S+1   2
HOMO-LUMO gap (alpha / beta)   9.857 / 4.827 eV